Molecular formula: C30H32N2O5S2
Method: DFT, wB97M-V/def2-TZVPD

Its gap between HOMO and LUMO is 8.110 eV. As for the LUMO energy: -0.975 eV.

Geometry (Å):
C (-2.6061, -5.4543, -0.0266)
H (0.8348, 1.6671, 5.0172)
H (-4.5379, -7.9161, 1.2743)
H (-3.0144, -9.2895, -0.1034)
C (-4.5724, -5.2535, 1.5242)
O (-1.5065, -3.4476, -0.5911)
C (-1.7543, -6.2275, -0.8049)
C (-3.2442, -1.7813, 0.8216)
C (1.6151, 0.0053, 3.8534)
C (1.3997, 0.0810, -0.9339)
C (-5.1925, -1.6117, 2.2218)
C (-1.9058, -7.6030, -0.8366)
O (-5.4487, -5.7844, 2.1733)
H (2.3624, 0.7626, 3.6247)
H (0.4328, 0.5375, -0.7462)
C (-4.1472, -1.0078, 1.5302)
C (0.5689, 4.3648, 0.0745)
C (-4.4212, -3.7709, 1.5091)
H (-0.4263, 0.7459, 4.2214)
C (1.8447, 2.5720, -1.1066)
H (3.2833, 1.1262, -0.4026)
C (-2.9031, -8.2134, -0.0830)
O (-0.3759, 5.5163, -4.1484)
H (-1.2455, -8.2034, -1.4483)
C (-5.3271, -2.9894, 2.2147)
H (-4.0407, 0.0690, 1.5423)
S (0.9918, 5.6381, -3.7151)
C (1.0954, -0.5658, 2.5208)
C (2.2060, -0.5547, 1.4729)
H (0.4178, 0.1147, 5.6556)
H (0.7871, -1.5906, 2.7246)
H (0.3220, 7.5925, -2.5924)
H (-2.4320, -1.3172, 0.2788)
H (2.4011, -1.7369, -0.3511)
H (-5.9018, -1.0043, 2.7683)
H (-0.9777, -5.7480, -1.3846)
C (1.1442, 4.6283, -2.2397)
H (3.8465, 3.7041, -4.6600)
H (2.8925, 1.0940, -2.0983)
H (1.3136, -0.4128, -1.8978)
N (0.0232, 4.7019, 1.2349)
H (-6.1354, -3.4634, 2.7539)
H (3.7315, 4.5325, -3.1476)
H (2.1445, -0.7813, 4.3838)
S (0.3627, 3.4757, 2.2370)
H (0.7960, -1.5592, 0.2584)
C (-3.3822, -3.1635, 0.8013)
H (4.8556, 1.7109, -3.3354)
O (1.9823, 5.3297, -4.7037)
C (4.8701, 2.7472, -3.0185)
C (-2.4180, -3.9771, 0.0090)
C (1.7250, -1.0125, 0.0937)
C (-3.7583, -7.4472, 0.6901)
H (2.0344, 7.2873, -2.4024)
H (4.8452, 2.8047, -1.9343)
O (2.4267, 2.9336, -3.3839)
C (0.5407, 5.1123, -1.1285)
H (1.4267, 7.9526, -3.9587)
H (0.0167, 6.0548, -1.1422)
H (0.2281, -0.0002, 2.1886)
H (2.6416, 0.4360, 1.4790)
C (0.5313, 0.6652, 4.7258)
N (1.1652, 2.5206, 1.2560)
C (2.4657, 1.2021, -1.1134)
H (2.9480, -1.2728, 1.8206)
C (-3.6198, -6.0655, 0.7145)
H (5.7878, 3.2333, -3.3366)
C (1.2226, 3.1068, 0.0533)
C (1.2208, 7.3017, -3.1214)
C (3.7144, 3.5416, -3.5989)
C (1.8282, 3.3568, -2.2273)



Molecular formula: C30H33AlI2N8OP
Method: DFT, wB97M-V/def2-TZVPD

Its gap between HOMO and LUMO is 4.695 eV. Its net charge is +3. Its relative energy (zero: lowest compared OMol25 entry of this formula, charge and spin) is 0.155 eV. As for the LUMO energy: -9.738 eV.

Geometry (Å):
H (-2.6080, 1.5994, -2.8028)
C (0.0230, -1.9424, 2.1355)
H (5.7410, 3.1328, -2.5461)
H (2.7921, 2.3111, 1.5199)
H (-5.9887, 2.1783, -1.5074)
H (4.1781, 0.7668, 3.4549)
C (-3.0034, 0.7154, -2.3008)
H (5.5774, -1.2816, 3.2994)
C (0.6285, -2.3896, -3.9739)
H (-0.5625, -0.1646, 4.9559)
H (-0.3187, 0.1480, 2.5322)
I (5.3847, 5.8991, -1.1983)
H (5.1190, -2.9306, 1.4789)
C (-0.0030, -3.3833, 4.0534)
Al (1.2356, -0.2106, -0.3530)
H (0.7755, 3.5351, 0.5340)
H (0.0919, -4.3695, 4.4867)
N (0.1606, -1.7585, 0.7279)
C (-3.3670, -0.8119, -0.0074)
C (3.0590, 4.0305, -0.6888)
C (2.1414, 1.4739, 1.7764)
I (4.7935, 0.2460, -3.1967)
H (-2.6985, 2.8958, -0.1930)
C (-0.0064, -3.5349, -3.5229)
H (-0.2600, -4.3325, -4.2087)
C (-4.9078, 2.0914, -1.3993)
H (-2.9164, 1.9334, 1.2593)
C (-0.2980, -3.6547, -2.1654)
H (3.2570, -2.4699, -0.0977)
C (-0.2511, -2.2858, 4.8697)
H (1.4977, -0.4977, -3.3628)
H (0.3359, -4.0697, 2.0505)
H (-4.4187, 2.9548, -1.8489)
C (-0.2082, -0.8400, 2.9546)
C (-5.1769, 0.7264, 0.5206)
H (1.7416, 1.6608, 2.7730)
C (4.7809, 3.0574, -2.0536)
C (2.8133, 1.7737, -1.5190)
N (-4.4959, 0.8543, -2.2240)
C (3.4889, -1.7900, 0.7130)
N (-4.5455, 1.9210, -0.0385)
N (2.7278, -0.6826, 0.8070)
C (4.7728, -1.1144, 2.5956)
H (0.1542, 1.4377, 1.2927)
O (2.0827, 0.6463, -1.6163)
C (1.0084, 2.6759, -0.0955)
H (0.8885, -2.2642, -5.0155)
C (3.9935, 0.0263, 2.6879)
C (4.2843, 4.1379, -1.3307)
H (-0.3578, -2.4209, 5.9375)
H (-3.1415, -1.7553, -0.5115)
H (2.6712, 4.8657, -0.1177)
H (-3.1878, -0.9749, 1.0579)
H (-6.2209, -0.2484, -1.6765)
H (-2.7804, -0.1532, -2.9224)
C (0.9667, -1.3919, -3.0704)
C (-0.3589, -1.0146, 4.3188)
N (0.6848, -1.5043, -1.7641)
H (-4.8698, 0.9587, -3.1699)
C (-5.1445, -0.3828, -1.5730)
N (1.0263, 1.4293, 0.7745)
H (-4.8228, -1.2527, -2.1446)
C (2.9773, 0.2178, 1.7693)
C (2.3256, 2.8544, -0.7855)
C (4.0529, 1.8807, -2.1431)
H (-6.2598, 0.8348, 0.4556)
C (4.5202, -2.0378, 1.5862)
H (-4.9043, 0.6267, 1.5695)
P (-2.2190, 0.5204, -0.6176)
N (-4.7750, -0.4780, -0.2061)
H (0.1928, 2.5318, -0.8091)
C (0.1293, -3.2208, 2.6867)
C (0.0665, -2.6171, -1.3387)
H (-0.7745, -4.5303, -1.7470)
C (-3.1034, 1.9533, 0.1832)
N (-0.1869, -2.7408, 0.0461)



Molecular formula: C30H33MgN5O2
Method: DFT, wB97M-V/def2-TZVPD

Its gap between HOMO and LUMO is 7.763 eV. Its relative energy (zero: lowest compared OMol25 entry of this formula, charge and spin) is 0.014 eV. As for the LUMO energy: 0.454 eV.

Geometry (Å):
H (1.4419, -3.3702, 1.0333)
C (-0.2527, 0.7829, -4.6583)
H (-3.4538, -2.4469, 1.3751)
H (-3.5199, -0.1089, 0.1782)
C (-3.6434, 3.0966, -2.1771)
C (-0.6931, 3.7772, 2.7366)
H (3.3783, -2.8351, -1.8252)
C (-1.4991, -1.8379, 1.9896)
H (-3.0963, -1.5410, 5.5681)
N (1.3493, -1.0008, 1.9385)
H (0.2114, -1.1631, -3.8391)
C (-2.0062, 0.8703, -2.5582)
C (3.2916, -2.3152, 1.2679)
N (1.5562, 0.7917, -0.7981)
H (-4.2840, 3.9530, -2.0037)
H (-2.6681, 3.9686, -3.8724)
H (3.1297, -0.1463, 1.3204)
C (0.6593, -3.2790, -1.3382)
H (2.1203, 4.2524, 0.9215)
H (4.1467, -0.6759, -2.4443)
N (-3.1155, -0.2642, -0.7312)
C (-2.6524, -1.6171, 4.5846)
H (-0.9102, 2.7482, -5.1669)
C (-1.3200, -1.3412, 4.3863)
H (-4.4860, 1.9877, -0.5238)
H (1.1774, -4.1404, -1.7761)
H (-2.3141, -0.8709, -0.6726)
C (1.6523, 1.9629, -0.2638)
H (3.5308, -3.0266, 2.0614)
C (-0.3885, -0.2646, -3.7216)
C (2.2668, -3.0503, 0.3968)
O (-0.7558, 0.7711, 0.7543)
N (1.6426, -2.3268, -0.7467)
C (-3.7581, 1.9805, -1.3278)
C (-2.7531, 3.1141, -3.2125)
H (3.2339, -0.8902, 2.9151)
H (2.1319, -2.0225, -2.7536)
C (2.8034, -1.0001, 1.9157)
C (3.3706, -0.6806, -1.6748)
C (1.2157, 3.7855, 1.3012)
H (1.2565, -1.1381, 3.9812)
Mg (0.3179, -0.7003, 0.1649)
H (-0.0282, -3.6176, -0.5662)
C (-2.8617, -2.1293, 2.2260)
C (-3.4187, -2.0139, 3.4794)
H (1.8883, 0.3715, -2.8156)
C (0.4753, 4.4128, 2.2700)
N (-1.2026, -0.2280, -2.6977)
O (-1.0012, -1.9756, 0.7897)
C (2.6485, -2.0170, -1.7920)
H (-0.6993, -1.0393, 5.2257)
H (4.2238, -2.1401, 0.7253)
C (2.4791, 0.5343, -1.9100)
H (-1.2851, 4.2588, 3.5077)
C (-0.3571, 1.8981, 1.2314)
C (0.8378, 2.5323, 0.7814)
C (-2.9712, 0.8621, -1.4992)
H (2.7478, -3.9551, 0.0044)
H (0.0717, -2.7757, -2.1065)
H (-4.4704, -2.2414, 3.6148)
H (3.8816, -0.5785, -0.7146)
H (-1.9961, 2.0744, 2.6041)
C (-1.0009, 1.9077, -4.4874)
C (-0.7249, -1.4221, 3.1185)
H (0.7745, 5.3753, 2.6622)
C (-1.1018, 2.5663, 2.2383)
H (2.4365, 2.6288, -0.6394)
H (3.1064, 1.4119, -2.0918)
C (-1.9228, 1.9868, -3.4182)
H (0.4488, 0.6857, -5.4774)
C (0.7076, -1.1616, 3.0323)



Molecular formula: C30H33N3P2S5Sc
Method: DFT, wB97M-V/def2-TZVPD

Its gap between HOMO and LUMO is 6.672 eV. Its net charge is -1. Its relative energy (zero: lowest compared OMol25 entry of this formula, charge and spin) is 0.278 eV. As for the LUMO energy: 2.328 eV.

Geometry (Å):
C (0.2130, 4.1192, -1.4843)
H (-2.1341, -2.2069, 2.0662)
C (-0.1744, 2.9898, -0.7816)
H (5.8945, -1.0307, 1.3048)
H (-0.9952, 1.1394, 4.4230)
C (1.2725, 4.0673, -2.3782)
H (0.0637, -0.0258, -6.5423)
C (-2.0178, -0.5995, 4.8536)
H (-1.0000, 3.0588, -0.0863)
H (-1.3169, -2.4701, 4.0756)
C (2.6858, -2.7965, -2.9233)
N (-1.0236, 0.1739, 4.1216)
H (3.3971, -2.6173, -3.7198)
H (-0.3182, 5.0482, -1.3174)
H (3.7316, -1.8852, 0.5279)
Sc (-1.4582, 0.4395, 1.7676)
C (1.9251, 2.8609, -2.5788)
S (0.0104, 2.4813, 2.4833)
H (-1.5538, 2.1234, -3.2126)
H (-4.5644, 0.3325, 3.1087)
H (2.0347, 2.0290, 0.9793)
C (1.5225, 1.7322, -1.8880)
C (-1.1982, 1.1966, -3.6493)
C (0.8814, -3.2503, -0.8652)
C (2.4636, -1.8188, -1.9685)
C (1.9981, -3.9989, -2.8570)
C (-0.2575, -1.1638, -4.7507)
C (5.0496, -0.3575, 1.2269)
C (-2.2478, -1.8970, 4.0954)
C (-4.6384, -0.2679, 2.1989)
C (-0.2857, -0.0061, -5.5166)
H (-2.9967, -2.5141, 4.6060)
H (2.7347, 2.7886, -3.2959)
H (-4.6238, -2.1783, 3.2165)
C (2.7350, 0.0144, 0.6734)
C (4.0934, 1.8267, 1.4875)
C (2.8723, 1.3504, 1.0345)
H (-0.6919, -2.0428, -2.8392)
S (-1.2345, 4.7352, 3.9943)
C (5.1841, 0.9780, 1.5788)
N (-3.8385, 0.3751, 1.1646)
C (-0.7647, 1.1734, -4.9656)
C (3.8309, -0.8381, 0.7837)
H (-3.8940, -0.1293, 0.2842)
H (-0.0900, -0.2102, 4.2109)
C (-1.1569, 0.0442, -2.8716)
H (1.5768, 4.9531, -2.9221)
H (1.9995, 0.7908, -2.1102)
H (-0.7916, 2.0816, -5.5562)
C (1.5438, -2.0300, -0.9410)
H (-5.7022, -0.3394, 1.9365)
C (-0.0018, 0.5295, -0.2664)
C (-1.3332, 3.3062, 3.1979)
H (6.1372, 1.3524, 1.9319)
P (-1.6099, 0.1794, -1.0885)
H (0.1103, -2.0906, -5.1762)
C (-4.0728, -1.6636, 2.4213)
H (2.1654, -4.7625, -3.6070)
H (0.5724, -5.1679, -1.7611)
C (0.4900, 1.7728, -0.9481)
C (-0.6952, -1.1394, -3.4374)
H (-1.7300, -0.8036, 5.8920)
P (1.1224, -0.7032, 0.2465)
H (4.1771, 2.8668, 1.7742)
H (0.1728, -3.4113, -0.0664)
C (1.1055, -4.2274, -1.8213)
S (-2.1508, -1.7189, -0.4988)
H (-4.2029, -2.2334, 1.4995)
H (3.0285, -0.8978, -2.0141)
N (-2.6378, -1.6135, 2.7163)
S (0.4403, -1.5443, 1.9481)
S (-2.8033, 2.4009, 2.9701)
H (-4.0947, 1.3454, 1.0328)
H (-2.9347, -0.0049, 4.8728)



Molecular formula: C30H33N5O2PtTe
Method: DFT, wB97M-V/def2-TZVPD

Its gap between HOMO and LUMO (alpha / beta) is 5.826 / 5.780 eV. As for the expectation value of S²: 0.7575. Its net charge is +1. Its relative energy (zero: lowest compared OMol25 entry of this formula, charge and spin) is 7.771 eV. As for the LUMO energy (alpha / beta): -4.628 / -4.659 eV. As for the multiplicity: 2.

Geometry (Å):
C (-4.0106, 0.0231, -4.1253)
H (-4.3884, -0.6846, -6.1044)
Te (-0.8644, 0.4248, -0.2657)
C (-2.2960, 0.3290, -1.9718)
H (3.8131, 3.9697, 3.8278)
C (3.3012, 3.2780, 0.1892)
H (-0.0546, -0.5782, -3.5886)
H (-3.3934, -0.7253, 0.2752)
H (-3.8614, 0.7110, 4.9518)
H (-0.0660, -2.2527, 2.3750)
H (2.0865, -5.3898, -2.5036)
H (-4.6522, -1.6590, -0.5580)
C (4.3850, 3.9022, 0.6429)
H (0.2547, -4.5752, 0.6693)
H (0.1236, -0.6808, 5.4460)
C (-2.0529, 0.6725, 3.9819)
N (5.1466, 1.8767, 1.7281)
H (-1.4693, -3.1847, 1.8433)
C (-3.3549, -0.5621, -1.8622)
C (-0.0640, -1.4959, -0.6910)
C (1.1415, -2.9670, -2.1500)
N (0.8500, 0.6782, 1.2235)
C (2.7745, 2.1553, 1.0048)
H (0.9110, 0.3461, -2.4201)
C (-3.6120, -1.3424, -0.5994)
C (3.8444, 1.3163, 1.6582)
H (2.2801, -5.6672, -0.7680)
O (-1.4678, 0.5532, 2.8964)
H (-0.3637, 1.9911, -3.9930)
C (6.1744, 1.4196, 1.0078)
C (-4.1974, -0.7081, -2.9577)
C (2.9593, 2.3262, 2.5346)
H (0.7754, -6.1159, -1.5651)
C (-0.1814, -2.5274, 0.2541)
H (1.6767, -3.1274, -3.0775)
C (0.8028, -0.6177, -2.9139)
C (-1.2887, 0.9243, 5.2411)
C (0.6142, -1.7070, -1.8972)
C (3.8914, 3.3466, 2.9560)
H (-5.2359, 0.8035, -5.7025)
N (-3.3871, 0.5960, 4.0739)
O (1.1778, 1.7029, -0.7261)
H (-0.5025, 2.2936, -2.2520)
H (-1.4327, -1.4222, 1.5945)
H (-1.2551, 2.0085, 5.3851)
H (-5.0230, -1.4055, -2.8843)
C (-4.9176, -0.1602, -5.3073)
H (-5.7968, -0.7419, -5.0394)
N (3.1075, 0.9156, 2.8527)
H (5.9113, 3.8336, 2.2145)
H (-1.8182, 0.5136, 6.1049)
H (1.6978, -0.8009, -3.5057)
C (0.1140, 0.3710, 5.1243)
H (-1.5341, 3.1650, -3.3990)
C (-2.1171, 1.1388, -3.0899)
H (-2.9810, -2.2330, -0.5621)
H (-2.8290, 1.5511, -5.0575)
C (0.3523, -3.7712, -0.0506)
H (4.8648, 4.7246, 0.1341)
N (7.1026, 1.0519, 0.4347)
C (1.5229, 1.4758, 0.4848)
H (-3.9396, 0.4961, 3.2377)
C (4.9735, 3.3568, 1.9368)
C (-1.0636, 2.2056, -3.1853)
H (3.7046, 0.7407, 3.6608)
H (2.7976, 3.5296, -0.7302)
H (0.7921, 0.9302, 5.7699)
C (1.0124, -4.0132, -1.2489)
C (1.5735, -5.3728, -1.5444)
C (-2.9766, 0.9486, -4.1689)
Pt (0.7736, 0.2268, 3.1597)
C (-0.8359, -2.3346, 1.5914)



Molecular formula: C30H33N6O3PS2Ta
Method: DFT, wB97M-V/def2-TZVPD

Its gap between HOMO and LUMO is 4.821 eV. Its net charge is +3. Its relative energy (zero: lowest compared OMol25 entry of this formula, charge and spin) is 6.409 eV. As for the LUMO energy: -9.994 eV.

Geometry (Å):
C (3.3178, 5.6251, 2.3527)
H (-0.0196, 3.2061, -0.9307)
C (-0.9228, 5.1515, -1.0436)
O (0.2057, 0.1114, -1.4614)
H (1.4791, -0.1811, -5.7625)
N (-4.9186, 2.1491, -2.0021)
C (-1.1624, -2.8702, 0.0865)
H (3.2310, 6.0552, 1.3632)
H (4.4670, 2.0336, 4.8780)
H (-2.1516, -4.7703, -0.0282)
C (0.7545, 0.0118, -3.7543)
H (-3.8985, 6.0159, 0.3567)
H (-2.0586, 6.9661, -0.9855)
Ta (-0.3183, 0.3508, 0.3008)
H (-4.4991, -1.6086, 1.7212)
H (4.5016, 0.1334, -2.7769)
C (-0.8670, 3.8256, -0.6532)
N (1.8932, 0.6794, 0.3362)
C (1.9006, 0.9121, 2.5971)
H (4.3268, 1.7393, 0.3572)
C (-2.9949, -1.0124, -3.4319)
C (1.1577, 0.1217, -2.4370)
C (-2.2496, -3.7282, 0.2490)
C (3.4115, 5.9002, 4.7368)
C (-4.8114, 0.7080, -2.4176)
H (-5.0111, 0.7075, -3.4907)
H (-4.1517, 2.6692, -2.4543)
H (-0.1125, 5.5811, -1.6153)
H (4.7456, 0.0834, -0.0066)
H (-0.2916, 0.1263, -4.0086)
H (3.0995, 7.5094, 3.3569)
C (-3.0713, 5.3895, 0.0529)
N (-1.8324, 1.9368, 0.4726)
C (2.7930, 0.6237, -0.6456)
C (-3.0283, 4.0629, 0.4530)
C (4.2289, 0.9677, -0.3935)
H (4.4816, 1.7821, 3.1346)
C (2.4722, 0.2520, -2.0290)
H (-0.2234, -3.2531, -0.2976)
C (3.2510, 6.4445, 3.4711)
H (3.7733, 4.1229, 5.8744)
H (-5.8179, 2.5647, -2.2508)
C (-1.3008, -1.5439, 0.4928)
H (-3.9280, -1.5746, -3.4860)
H (-5.5735, 0.1318, -1.8971)
H (-4.2646, -3.9795, 0.9505)
H (-0.9734, -1.6258, -3.3202)
C (-3.5976, -1.9641, 1.2406)
H (-1.9719, -2.4636, -2.3072)
C (1.7489, -0.1037, -4.7174)
N (-1.9074, -2.0393, -3.2418)
C (3.9277, 2.2384, 3.9529)
S (2.3969, 1.2682, 4.2010)
C (-1.9285, 3.3019, 0.0702)
S (0.2422, 0.2773, 2.5653)
H (-1.9687, -2.7878, -3.9353)
C (3.6323, 4.5384, 4.8837)
C (-2.0257, 5.9246, -0.6947)
H (3.8610, -0.2329, -5.0922)
C (3.6924, 3.7097, 3.7687)
C (-3.4502, -3.2814, 0.8099)
H (3.3811, 6.5365, 5.6106)
H (-4.7816, 2.2734, -0.9947)
N (-2.8809, 1.2881, 0.6675)
O (-2.2784, 1.5157, -2.4147)
H (-2.8229, -0.5127, -4.3872)
C (-2.4975, -1.1677, 1.0523)
C (3.4526, 0.0971, -3.0258)
O (-2.3792, 0.1935, 1.4746)
N (2.5673, 1.0576, 1.5278)
C (3.0906, -0.1084, -4.3447)
H (4.7186, 1.2865, -1.3052)
H (3.6172, 3.6321, 1.6254)
C (3.5342, 4.2628, 2.5007)
P (-3.0395, 0.2340, -2.0399)
H (-3.7865, 3.6561, 1.1106)